Record 1
Density functional theory data (ωB97M-V/def2-TZVPD) for a molecular structure, C41H62F3KN6O11S5.

CARTESIAN COORDINATES (ANGSTROEM)
K 4.076 0.709 2.665
C 0.002 1.232 -0.403
F 0.949 2.035 -0.830
F -0.683 1.842 0.575
F -0.900 0.963 -1.343
S 0.692 -0.359 0.271
O 1.148 -1.148 -0.876
O 1.779 0.099 1.113
O -0.407 -0.957 0.982
C 0.883 -3.499 4.163
C 0.519 -3.265 5.642
C 0.734 -1.795 5.985
S 2.302 -1.399 5.166
O 3.422 -1.706 6.022
O 2.106 -0.070 4.576
C 2.100 -2.662 3.828
H 0.047 -3.224 3.515
H 0.948 -4.572 3.980
H 1.014 -3.937 6.345
H -0.536 -3.495 5.813
H 0.789 -1.571 7.044
H -0.024 -1.244 5.428
H 3.065 -3.175 3.782
H 2.128 -2.116 2.884
C -2.556 1.621 -6.126
C -4.024 1.837 -5.702
C -4.022 2.329 -4.235
S -2.536 3.397 -4.154
O -1.678 2.986 -3.060
O -2.896 4.790 -4.278
C -1.784 2.852 -5.692
H -2.484 1.348 -7.176
H -2.163 0.766 -5.566
H -4.614 0.922 -5.745
H -4.522 2.564 -6.345
H -3.831 1.487 -3.575
H -4.830 2.990 -3.934
H -0.713 2.790 -5.529
H -1.924 3.703 -6.364
C -0.161 5.107 2.731
C -0.870 4.104 3.640
C 0.068 2.940 3.868
S 1.702 3.675 4.143
O 2.682 2.849 3.441
O 1.893 3.968 5.548
C 1.320 5.193 3.178
H -0.532 6.129 2.770
H -0.225 4.786 1.692
H -1.771 3.707 3.164
H -1.236 4.551 4.567
H 0.118 2.367 2.940
H -0.150 2.242 4.673
H 1.985 5.161 2.318
H 1.530 6.005 3.869
C 6.005 -1.841 -2.333
C 4.980 -1.102 -3.183
C 4.248 -0.145 -2.225
S 5.590 0.481 -1.147
O 5.147 0.349 0.227
O 6.065 1.766 -1.629
C 6.807 -0.788 -1.566
H 6.570 -2.524 -2.972
H 5.636 -2.516 -1.551
H 4.299 -1.816 -3.641
H 5.473 -0.521 -3.965
H 3.600 -0.765 -1.607
H 3.701 0.661 -2.706
H 7.275 -1.008 -0.608
H 7.532 -0.297 -2.216
N -2.263 -1.202 3.729
C -2.989 -1.587 4.827
C -3.348 -0.464 5.526
C -2.872 0.641 4.819
C -2.203 0.170 3.707
H -1.723 -1.807 3.137
H -3.234 -2.615 5.042
H -3.937 -0.353 6.422
H -2.934 1.686 5.081
H -1.628 0.685 2.955
N -3.992 2.775 0.456
C -3.162 3.781 0.077
C -3.368 4.880 0.891
C -4.381 4.512 1.793
C -4.654 3.171 1.598
H -4.061 1.847 0.061
H -2.487 3.676 -0.758
H -2.947 5.872 0.887
H -4.863 5.129 2.534
H -5.355 2.521 2.094
N 1.238 -0.454 -3.650
C 1.566 -1.473 -4.525
C 1.903 -0.901 -5.719
C 1.735 0.505 -5.566
C 1.314 0.753 -4.295
H 0.801 -0.686 -2.765
H 1.570 -2.466 -4.108
H 2.302 -1.416 -6.577
H 1.857 1.216 -6.368
H 1.073 1.679 -3.802
N -3.234 -0.567 0.101
C -3.634 -0.696 -1.203
C -4.980 -0.400 -1.259
C -5.397 -0.097 0.051
C -4.286 -0.151 0.871
H -2.286 -0.714 0.431
H -2.953 -1.022 -1.972
H -5.641 -0.381 -2.110
H -6.372 0.132 0.451
H -4.185 -0.079 1.941
N 2.665 -3.332 -0.229
C 2.760 -4.617 -0.728
C 3.831 -5.211 -0.076
C 4.427 -4.252 0.736
C 3.705 -3.092 0.623
H 2.054 -2.614 -0.593
H 2.072 -4.930 -1.493
H 4.258 -6.184 -0.263
H 5.312 -4.377 1.341
H 3.801 -2.129 1.078
N -2.274 -4.316 -2.296
C -1.532 -4.964 -3.269
C -0.265 -4.460 -3.244
C -0.237 -3.444 -2.249
C -1.483 -3.357 -1.712
H -3.207 -4.559 -2.030
H -1.924 -5.819 -3.794
H 0.548 -4.741 -3.892
H 0.567 -2.760 -2.028
H -1.925 -2.726 -0.958

Forces on atoms 1 to 6 (eV/Å):
K -0.5 0.2 -0.1
C -0.8 -0.9 0.7
F 0.2 0.2 -0.4
F 0.3 0.2 0.4
F 0.4 -0.1 -0.6
S 1.2 0.2 0.1

Calculated values
Maximum force, eV/A: 2.18
Calculated total energy, hartree: -5646.1684
Orbital gap, eV: 7.732



Record 2
Density functional theory data (ωB97M-V/def2-TZVPD) for 4 unconnected molecules or ions with the total composition C41H62IN3O10P2Si.

CARTESIAN COORDINATES (ANGSTROEM)
C 4.988 -0.876 3.509
O 5.703 -1.455 2.445
C 5.788 -0.609 1.314
C 6.107 -1.445 0.088
C 4.956 -2.375 -0.308
C 5.057 -2.851 -1.755
C 3.925 -3.794 -2.185
C 2.546 -3.248 -1.793
C 1.417 -3.580 -2.765
C 0.060 -3.064 -2.265
C -0.071 -1.549 -2.470
C -1.159 -0.729 -1.759
C -1.330 -0.690 -0.219
I 0.581 -0.938 0.747
C -2.254 -1.827 0.243
O -2.265 -2.959 -0.186
N -3.127 -1.334 1.175
C -2.769 0.004 1.651
P -1.577 -0.043 3.182
C -2.534 0.392 4.692
C -1.266 -1.826 3.495
P -4.407 0.668 2.385
N -4.251 2.373 2.276
O -5.518 0.368 1.205
C -2.072 0.577 0.330
C -3.228 1.010 -0.634
N -2.862 1.440 -1.998
C -1.227 1.813 0.666
C -0.309 2.330 -0.434
O -0.017 3.706 -0.153
Si 1.488 4.233 -0.611
C 1.802 3.847 -2.409
C 2.805 3.394 0.437
C 1.493 6.072 -0.299
H 5.451 0.056 3.853
H 3.952 -0.661 3.216
H 4.985 -1.593 4.329
H 4.827 -0.090 1.173
H 6.560 0.156 1.482
H 7.007 -2.029 0.304
H 6.334 -0.758 -0.735
H 4.945 -3.229 0.378
H 4.018 -1.831 -0.151
H 5.040 -1.979 -2.410
H 6.030 -3.336 -1.900
H 3.968 -3.912 -3.272
H 4.085 -4.780 -1.736
H 2.268 -3.626 -0.804
H 2.623 -2.159 -1.709
H 1.643 -3.135 -3.744
H 1.369 -4.663 -2.918
H -0.738 -3.561 -2.824
H -0.056 -3.323 -1.215
H 0.900 -1.065 -2.327
H -0.298 -1.407 -3.535
H -0.999 0.301 -2.073
H -2.129 -1.035 -2.164
H -3.460 -2.022 1.833
H -1.818 0.235 5.503
H -2.750 1.462 4.658
H -3.440 -0.170 4.911
H -1.928 -2.539 3.002
H -1.357 -1.990 4.572
H -0.246 -2.062 3.193
H -4.883 2.842 1.636
H -4.343 2.792 3.192
H -5.935 1.201 0.954
H -3.963 0.212 -0.678
H -3.683 1.866 -0.140
H -3.195 2.380 -2.165
H -3.301 0.853 -2.694
H -0.627 1.618 1.558
H -1.903 2.631 0.930
H 0.621 1.748 -0.446
H -0.764 2.253 -1.421
H 2.655 4.424 -2.781
H 0.935 4.069 -3.038
H 2.040 2.787 -2.548
H 3.499 2.828 -0.190
H 2.325 2.667 1.101
H 3.363 4.109 1.042
H 0.622 6.552 -0.749
H 1.471 6.247 0.780
H 2.402 6.526 -0.701
O -6.076 3.436 -5.180
C -6.173 3.339 -3.979
C -7.153 2.411 -3.354
C -7.258 2.305 -2.033
C -6.398 3.108 -1.135
O -6.482 3.004 0.076
C -5.419 4.037 -1.748
C -5.312 4.144 -3.069
H -7.764 1.835 -4.038
H -7.959 1.636 -1.551
H -4.805 4.608 -1.061
H -4.605 4.810 -3.548
O 6.244 -1.312 -4.324
C 7.442 -1.131 -4.297
C 8.376 -2.037 -5.013
C 9.690 -1.841 -4.975
C 10.280 -0.709 -4.216
O 11.478 -0.530 -4.183
C 9.346 0.196 -3.498
C 8.031 0.001 -3.537
H 7.920 -2.855 -5.557
H 10.393 -2.486 -5.487
H 9.801 1.012 -2.951
H 7.328 0.645 -3.024
O -9.005 -3.414 4.776
C -8.008 -3.004 5.329
C -6.708 -2.920 4.616
C -5.616 -2.471 5.228
C -5.648 -2.032 6.645
O -4.651 -1.618 7.197
C -6.948 -2.116 7.359
C -8.040 -2.566 6.749
H -6.710 -3.241 3.581
H -4.657 -2.396 4.732
H -6.945 -1.790 8.391
H -9.000 -2.637 7.245

Forces on atoms 1 to 6 (eV/Å):
C 0.0 0.0 0.0
O -0.1 -0.1 -0.1
C 0.0 0.0 0.0
C -0.1 0.0 0.2
C 0.2 0.0 0.2
C -0.1 -0.1 0.2

Calculated values
Maximum force, eV/A: 0.88
Calculated total energy, hartree: -3786.0183
Orbital gap, eV: 5.443
SMILES: COCCCCCCCCCC[C@]1(I)C(=O)N[C@](P(C)C)(P(N)O)[C@@]1(CN)CCO[Si](C)(C)C.O=C1C=CC(=O)C=C1.O=C1C=CC(=O)C=C1.O=C1C=CC(=O)C=C1



Record 3
Density functional theory data (ωB97M-V/def2-TZVPD) for 18 unconnected molecules or ions with the total composition C41H63BF7N17OP2.

CARTESIAN COORDINATES (ANGSTROEM)
C -2.102 -2.888 -2.654
C -0.833 -2.699 -3.621
P 0.722 -3.499 -2.962
C 2.039 -3.576 -4.321
B 1.534 -2.407 -1.580
P 1.847 -3.331 0.050
C 0.324 -3.280 1.111
O 3.082 -2.576 0.926
C 1.935 -0.860 -1.826
F 3.025 -0.438 -1.096
F 2.324 -0.679 -3.151
C 0.800 0.157 -1.526
F -0.435 -0.336 -1.664
F 0.906 0.551 -0.229
C 0.892 1.477 -2.366
F 0.018 2.355 -1.825
F 2.098 2.018 -2.306
F 0.520 1.315 -3.629
H -2.116 -3.994 -2.487
H -3.033 -2.542 -3.080
H -1.975 -2.387 -1.675
H -1.110 -3.181 -4.576
H -0.679 -1.641 -3.838
H 3.005 -3.497 -3.794
H 1.902 -4.513 -4.860
H 1.942 -2.678 -4.950
H -0.552 -3.674 0.574
H 0.517 -3.997 1.931
H 0.109 -2.279 1.509
H 3.941 -2.778 0.505
C 3.884 -3.625 4.452
C 2.632 -4.381 4.326
N 1.656 -4.971 4.229
H 4.716 -4.311 4.596
H 4.055 -3.041 3.549
H 3.826 -2.953 5.306
C 7.289 -4.144 -1.112
C 6.175 -4.287 -0.166
N 5.307 -4.398 0.571
H 8.235 -4.219 -0.580
H 7.238 -4.930 -1.863
H 7.232 -3.175 -1.605
C -3.227 1.031 -5.308
C -2.792 -0.013 -4.369
N -2.447 -0.826 -3.633
H -4.080 0.681 -5.887
H -3.518 1.921 -4.747
H -2.415 1.283 -5.988
C 0.009 5.420 -2.903
C -0.552 6.732 -3.247
N -0.997 7.746 -3.532
H -0.756 4.654 -3.015
H 0.843 5.188 -3.562
H 0.360 5.425 -1.872
C 1.211 -8.166 -5.176
C 0.562 -6.858 -5.355
N 0.057 -5.841 -5.493
H 2.063 -8.249 -5.843
H 1.552 -8.271 -4.148
H 0.507 -8.962 -5.399
C 0.158 8.206 -0.341
C 0.495 9.406 0.435
N 0.759 10.340 1.038
H 1.066 7.655 -0.582
H -0.504 7.565 0.241
H -0.343 8.490 -1.263
C -5.002 -1.761 -0.029
C -3.693 -2.391 0.172
N -2.672 -2.882 0.327
H -5.653 -1.996 0.805
H -4.887 -0.683 -0.097
H -5.453 -2.132 -0.950
C -4.852 4.047 -2.064
C -4.515 3.994 -3.494
N -4.250 3.943 -4.607
H -5.132 3.056 -1.714
H -3.990 4.397 -1.495
H -5.682 4.724 -1.904
C 4.140 -10.658 -7.152
C 3.019 -10.763 -6.210
N 2.146 -10.844 -5.476
H 5.082 -10.775 -6.620
H 4.060 -11.437 -7.909
H 4.124 -9.685 -7.640
C 7.814 -4.599 5.987
C 7.127 -3.308 5.806
N 6.595 -2.305 5.660
H 8.671 -4.656 5.318
H 8.157 -4.696 7.015
H 7.132 -5.416 5.765
C -8.473 6.110 0.554
C -7.906 4.990 -0.205
N -7.466 4.114 -0.796
H -8.902 6.840 -0.129
H -9.251 5.746 1.223
H -7.687 6.585 1.144
C 2.940 -4.897 7.795
C 4.357 -5.284 7.808
N 5.460 -5.587 7.816
H 2.853 -3.813 7.849
H 2.469 -5.247 6.877
H 2.429 -5.339 8.648
C 6.999 -2.783 9.606
C 8.048 -3.126 10.575
N 8.865 -3.392 11.329
H 6.289 -3.603 9.521
H 6.471 -1.889 9.934
H 7.444 -2.597 8.631
C -5.524 4.648 3.084
C -6.239 5.931 3.036
N -6.795 6.930 2.997
H -4.684 4.668 2.394
H -5.154 4.470 4.092
H -6.197 3.839 2.803
C -4.554 -2.247 4.622
C -4.752 -1.355 3.473
N -4.906 -0.660 2.579
H -4.059 -3.161 4.298
H -3.937 -1.753 5.370
H -5.516 -2.499 5.064
C -4.131 8.477 -5.210
C -5.250 8.338 -4.272
N -6.121 8.226 -3.541
H -3.187 8.448 -4.666
H -4.151 7.662 -5.932
H -4.206 9.424 -5.741
C -1.270 12.949 2.375
C -1.833 14.259 2.021
N -2.272 15.278 1.745
H -2.031 12.178 2.266
H -0.432 12.715 1.721
H -0.923 12.963 3.406

Forces on atoms 1 to 6 (eV/Å):
C 2.2 -2.3 0.3
C -0.6 0.1 0.3
P -0.6 -1.5 0.3
C -0.5 1.2 0.8
B -0.8 0.7 0.5
P 0.8 0.1 -0.5

Calculated values
Maximum force, eV/A: 3.52
Calculated total energy, hartree: -4012.5616
Orbital gap, eV: 6.619



Record 4
Density functional theory data (ωB97M-V/def2-TZVPD) for a molecular structure, C41H64CrN3O2P2S.

CARTESIAN COORDINATES (ANGSTROEM)
Cr 0.682 -0.857 0.566
C -3.335 1.316 -4.707
C -3.831 -0.040 -4.183
C -4.104 -0.944 -5.388
C -5.151 0.165 -3.420
C -2.805 -0.645 -3.223
C -2.330 0.105 -2.175
C -1.419 -0.450 -1.263
N -0.805 0.177 -0.225
C -0.986 1.414 0.353
C -2.106 2.243 0.206
C -2.162 3.451 0.863
C -1.078 3.795 1.681
C 0.035 2.992 1.916
C 0.081 1.763 1.239
O 1.074 0.860 1.381
C 1.073 3.520 2.930
C 0.387 3.670 4.298
C 2.306 2.630 3.138
C 1.582 4.891 2.455
C -3.363 4.391 0.756
C -2.899 5.762 0.243
C -4.005 4.555 2.143
C -4.425 3.854 -0.206
C -0.958 -1.812 -1.416
O -0.106 -2.263 -0.494
C -1.408 -2.569 -2.508
C -2.331 -1.962 -3.356
C -0.946 -3.996 -2.868
C 0.137 -4.578 -1.952
C -2.158 -4.940 -2.820
C -0.362 -3.976 -4.293
H -4.052 1.718 -5.426
H -2.369 1.209 -5.208
H -3.224 2.051 -3.907
H -4.807 -0.445 -6.058
H -4.555 -1.895 -5.091
H -3.191 -1.147 -5.953
H -5.917 0.563 -4.092
H -5.024 0.870 -2.594
H -5.512 -0.781 -3.010
H -2.624 1.139 -2.080
H -2.941 1.907 -0.388
H -1.125 4.750 2.193
H 0.041 2.697 4.662
H -0.478 4.335 4.248
H 1.088 4.082 5.028
H 2.039 1.616 3.430
H 2.917 3.069 3.931
H 2.919 2.585 2.234
H 0.791 5.643 2.444
H 1.994 4.819 1.445
H 2.371 5.248 3.124
H -2.169 6.223 0.912
H -3.754 6.439 0.164
H -2.441 5.670 -0.746
H -3.308 4.992 2.861
H -4.334 3.587 2.533
H -4.877 5.211 2.079
H -4.029 3.749 -1.221
H -5.262 4.554 -0.246
H -4.819 2.888 0.122
H -2.690 -2.545 -4.193
H -0.222 -4.702 -0.929
H 1.023 -3.942 -1.928
H 0.423 -5.560 -2.338
H -2.593 -4.957 -1.817
H -1.853 -5.957 -3.080
H -2.938 -4.634 -3.521
H 0.471 -3.270 -4.352
H -1.104 -3.686 -5.039
H 0.006 -4.970 -4.559
C 3.799 -1.825 2.534
P 2.214 -2.294 1.765
C 2.610 -3.870 0.945
C 1.278 -2.837 3.262
C -0.219 -2.992 2.970
P -0.872 -1.447 2.228
C -1.196 -0.335 3.626
C -2.527 -1.910 1.651
H 4.079 -2.595 3.254
H 3.692 -0.870 3.051
H 4.586 -1.739 1.782
H 3.252 -4.475 1.586
H 3.119 -3.671 0.000
H 1.690 -4.409 0.716
H 1.435 -2.069 4.026
H 1.710 -3.766 3.635
H -0.776 -3.251 3.871
H -0.385 -3.777 2.228
H -1.787 -0.851 4.382
H -1.745 0.535 3.262
H -0.259 0.016 4.061
H -3.100 -2.346 2.470
H -2.438 -2.626 0.835
H -3.041 -1.022 1.281
N 3.682 0.684 0.328
C 3.588 -0.052 -0.769
S 2.070 -0.386 -1.489
N 4.710 -0.544 -1.338
C 5.959 -0.759 -0.674
C 6.452 -2.057 -0.596
C 7.629 -2.310 0.092
C 8.320 -1.269 0.702
C 7.849 0.029 0.584
C 6.672 0.290 -0.108
H 2.815 0.956 0.792
H 4.568 0.843 0.779
H 4.513 -1.145 -2.121
H 5.915 -2.867 -1.081
H 8.003 -3.324 0.155
H 9.232 -1.470 1.251
H 8.409 0.851 1.014
H 6.340 1.314 -0.247

Forces on atoms 1 to 6 (eV/Å):
Cr 0.2 0.7 -1.1
C 0.0 0.0 0.0
C -0.1 0.0 0.0
C 0.0 0.0 0.0
C 0.0 0.0 0.0
C -0.1 -0.1 -0.1

Calculated values
Net charge: +1
Spin multiplicity: 5
Energy above the lowest of the compared OMol25 structures with the same formula, charge and spin, kcal per mole: 2.04
Maximum force, eV/A: 1.28
Calculated total energy, hartree: -4040.7946
Orbital gap (spin up / spin down), eV: 7.152 / 5.831